C17H18N2O | ωB97M-V/def2-TZVPD

Results
- SMILES string = Cc1cccc(Cn2c([C@H](C)O)nc3ccccc32)c1
- LUMO energy (Eh) = 0.02423
- highest occupied orbital energy (eV) = -8.3320
- max |F| (eV Å⁻¹) = 0.76
- energy above the lowest of the compared OMol25 structures with the same formula, charge and spin (kJ/mol) = 0.00
- Kohn-Sham gap (eV) = 8.99

```
38
Properties=species:S:1:pos:R:3:forces:R:3
C 3.927497 1.908651 2.035908 0.01 0.07 -0.02
C 2.548363 1.840706 1.453570 -0.02 0.01 0.04
C 1.526677 2.632316 1.964656 0.06 -0.05 -0.01
C 0.255987 2.576482 1.421671 -0.07 0.03 0.00
C -0.013970 1.729502 0.361369 0.02 -0.04 -0.05
C 0.994038 0.929598 -0.160819 0.07 0.07 -0.02
C 0.710561 -0.015730 -1.303899 0.41 0.23 -0.06
N -0.494562 -0.777137 -1.091669 -0.07 -0.19 -0.08
C -0.662849 -1.900531 -0.332016 -0.09 -0.36 -0.06
C 0.398744 -2.576222 0.478813 -0.21 -0.14 0.68
C 0.520072 -1.903164 1.851720 0.03 -0.10 -0.28
O 1.631314 -2.577251 -0.216876 0.29 0.00 -0.19
N -1.890636 -2.339776 -0.321599 0.14 -0.46 0.31
C -2.603763 -1.475086 -1.108536 0.36 0.62 -0.26
C -3.951989 -1.463788 -1.448055 0.10 0.02 0.01
C -4.394957 -0.453898 -2.275061 -0.19 -0.06 -0.01
C -3.528755 0.527705 -2.761443 0.03 0.11 -0.07
C -2.187250 0.534567 -2.437499 0.16 0.14 -0.06
C -1.733049 -0.476954 -1.604635 -0.70 -0.31 0.01
C 2.266384 0.994128 0.390499 -0.12 0.08 -0.08
H 4.507636 1.028921 1.768257 0.08 -0.04 0.02
H 3.884642 1.987789 3.120280 0.06 -0.01 0.07
H 4.448868 2.788161 1.657316 0.10 0.03 0.02
H 1.729803 3.292899 2.795176 0.02 0.06 0.10
H -0.530809 3.195156 1.827299 -0.07 0.05 0.04
H -1.010034 1.683553 -0.053704 -0.12 -0.02 -0.03
H 0.584494 0.552686 -2.231611 0.01 -0.14 0.07
H 1.544159 -0.709284 -1.428985 -0.14 0.19 -0.06
H 0.050548 -3.610563 0.623850 -0.02 0.27 -0.09
H -0.449238 -1.905529 2.341220 -0.09 -0.02 0.10
H 0.861431 -0.876381 1.742144 0.01 0.05 0.03
H 1.230193 -2.446586 2.473441 0.06 -0.06 0.08
H 2.283553 -3.023052 0.333949 -0.04 0.04 -0.04
H -4.616418 -2.224557 -1.071323 -0.08 -0.09 0.05
H -5.436660 -0.415081 -2.558040 -0.08 0.00 -0.02
H -3.920193 1.300947 -3.406148 -0.01 0.06 -0.05
H -1.527720 1.302015 -2.817026 0.04 0.08 -0.04
H 3.047885 0.364788 -0.012193 0.09 -0.11 -0.03
```
Forces are in eV/Å.